Record 1
This record from the Open Molecules 2025 dataset describes 2 unconnected molecules or ions with the total composition C2H5FS in a non-equilibrium geometry. The level of theory is ωB97M-V/def2-TZVPD.

The total energy comes out at -577.13774 a.u. The calculation puts the HOMO energy at -0.3492 Ha. The calculation puts the energy above the lowest of the compared OMol25 structures with the same formula, charge and spin at 2.6384 eV. Its HOMO-LUMO gap is 9.98 eV.

```
9
Properties=species:S:1:pos:R:3:forces:R:3
C 0.614 1.216 0.544 -1.74 -1.40 -3.35
C 0.129 -0.774 -0.228 -0.10 2.76 3.07
F 1.143 -1.164 -0.956 1.24 -0.77 -1.09
S -1.421 -0.631 -1.061 -1.14 0.50 -0.72
H -0.048 1.860 -0.143 1.54 -0.86 0.94
H 1.660 1.535 0.730 -0.68 -0.69 -0.63
H 0.062 1.040 1.405 -0.74 -0.13 1.78
H 0.076 -1.288 0.744 0.13 0.00 -0.53
H -2.215 -1.793 -1.034 1.48 0.60 0.53
```
Forces are in eV/Å.

Record 2
This record from the Open Molecules 2025 dataset describes 2 unconnected molecules or ions with the total composition C4H10OS in a non-equilibrium geometry. The level of theory is ωB97M-V/def2-TZVPD.

The structure (SMILES) is C=CO.CCS. The total energy comes out at -631.74624 a.u. The calculation puts the HOMO energy at -0.3288 Ha. The calculation puts the energy above the lowest of the compared OMol25 structures with the same formula, charge and spin at 2.1345 eV. Its HOMO-LUMO gap is 9.56 eV.

```
16
Properties=species:S:1:pos:R:3:forces:R:3
C -1.788 -1.137 -2.419 -0.95 -0.28 -1.50
C -0.519 -0.561 -1.903 2.15 0.61 0.27
S 1.009 -1.433 -2.513 -1.70 -2.26 1.48
H -1.877 -1.152 -3.561 0.17 -0.26 1.67
H -2.092 -2.092 -1.934 0.90 0.13 -0.71
H -2.574 -0.529 -2.032 -0.86 0.97 -0.03
H -0.580 -0.612 -0.795 0.52 0.31 -0.63
H -0.173 0.472 -2.229 -1.43 -0.90 0.47
H 0.493 -2.687 -1.979 1.21 1.69 -1.00
C 1.947 1.976 2.391 -0.62 -1.16 -0.10
C 0.965 1.273 2.940 0.84 1.23 4.21
O -0.256 0.825 2.547 0.23 -1.07 -0.12
H 2.883 2.117 2.918 -0.44 0.33 0.21
H 1.893 2.212 1.382 0.25 0.46 -1.87
H 1.067 1.317 4.090 -0.14 -0.98 -1.52
H -0.398 0.012 3.099 -0.13 1.19 -0.82
```
Forces are in eV/Å.

Record 3
This record from the Open Molecules 2025 dataset describes a single C4H7NO molecule in a non-equilibrium geometry. The level of theory is ωB97M-V/def2-TZVPD.

The structure (SMILES) is C/C=C(\N)C=O. The total energy comes out at -286.52182 a.u. The calculation puts the HOMO energy at -0.3102 Ha. The calculation puts the energy above the lowest of the compared OMol25 structures with the same formula, charge and spin at 2.9886 eV. Its HOMO-LUMO gap is 8.88 eV.

```
13
Properties=species:S:1:pos:R:3:forces:R:3
C 0.205 0.913 -1.532 -0.10 0.28 0.24
C -0.142 -0.248 0.697 -0.12 0.86 -1.50
N -1.512 -0.318 0.675 0.39 0.20 -0.12
C 0.680 -1.206 1.366 3.33 0.05 -1.50
C 0.707 0.397 -0.215 -2.65 0.94 -0.05
O 0.470 -2.244 1.934 -0.43 0.25 0.16
H -2.022 0.548 0.603 -0.06 -0.18 -0.02
H -1.915 -1.027 1.269 -0.01 0.10 -0.03
H 1.691 -0.862 0.681 -0.56 -1.67 2.89
H 1.610 0.885 0.135 0.34 -0.89 0.00
H -0.422 0.173 -2.031 -0.07 0.00 0.06
H 1.038 1.165 -2.186 -0.01 -0.01 0.01
H -0.390 1.822 -1.397 -0.05 0.06 -0.15
```
Forces are in eV/Å.

Record 4
This record from the Open Molecules 2025 dataset describes a single C4H9NO molecule. The level of theory is ωB97M-V/def2-TZVPD.

The structure (SMILES) is C=C(N)OCC. The total energy comes out at -287.77266 a.u. The calculation puts the HOMO energy at -0.3017 Ha. The calculation puts the energy above the lowest of the compared OMol25 structures with the same formula, charge and spin at 1.6270 eV. Its HOMO-LUMO gap is 9.22 eV.

```
15
Properties=species:S:1:pos:R:3:forces:R:3
C -1.043 0.734 -1.343 -0.05 -0.02 0.04
C 0.349 0.125 -1.337 0.03 0.22 -0.21
C -0.723 -0.875 1.597 0.12 -0.02 -0.05
C 0.393 -0.656 0.895 -0.20 0.02 0.18
O 0.465 -0.976 -0.436 0.00 -0.10 0.13
N 1.597 -0.180 1.412 -0.03 0.08 -0.04
H -1.115 1.504 -2.119 0.04 -0.10 0.10
H -1.279 1.189 -0.377 0.03 -0.05 -0.15
H -1.791 -0.039 -1.547 0.10 0.11 0.00
H 0.594 -0.295 -2.316 -0.02 0.06 0.14
H 1.104 0.892 -1.103 -0.10 -0.11 -0.02
H -0.761 -0.709 2.668 0.04 -0.01 -0.15
H -1.597 -1.266 1.094 0.13 0.06 0.07
H 2.280 0.095 0.723 -0.10 -0.04 0.07
H 1.524 0.458 2.190 0.01 -0.09 -0.09
```
Forces are in eV/Å.

Record 5
This record from the Open Molecules 2025 dataset describes 2 unconnected molecules or ions with the total composition H5N2OP in a non-equilibrium geometry. The level of theory is ωB97M-V/def2-TZVPD.

The total energy comes out at -529.07272 a.u. The calculation puts the HOMO energy at -0.3732 Ha. The calculation puts the energy above the lowest of the compared OMol25 structures with the same formula, charge and spin at 2.3864 eV. Its HOMO-LUMO gap is 10.14 eV.

```
9
Properties=species:S:1:pos:R:3:forces:R:3
N 0.490 -1.195 -0.366 5.02 -2.92 0.03
N -0.018 1.317 -0.367 -0.44 3.32 -0.33
O -1.986 -0.264 -0.176 0.55 -0.37 0.71
P -0.582 -0.082 0.242 0.86 -0.34 1.89
H 1.925 -1.234 -0.168 -5.82 0.61 -0.46
H 0.238 -2.215 -0.229 0.27 1.81 -0.13
H -0.776 2.066 -0.492 1.61 -1.71 0.27
H 0.904 1.753 -0.193 -0.93 -0.74 -0.01
H -0.195 -0.144 1.750 -1.13 0.32 -1.98
```
Forces are in eV/Å.

Record 6
This record from the Open Molecules 2025 dataset describes 2 unconnected molecules or ions with the total composition C2H7N. The level of theory is ωB97M-V/def2-TZVPD.

The structure (SMILES) is C=C.N. The total energy comes out at -135.10993 a.u. The calculation puts the HOMO energy at -0.3674 Ha. The calculation puts the energy above the lowest of the compared OMol25 structures with the same formula, charge and spin at 0.9541 eV. Its HOMO-LUMO gap is 11.34 eV.

```
10
Properties=species:S:1:pos:R:3:forces:R:3
N 2.953 6.210 -1.247 0.08 -0.63 -0.60
H 3.882 6.334 -0.893 0.29 0.15 0.33
H 2.304 6.776 -0.743 -0.25 0.43 0.33
H 2.967 6.505 -2.212 -0.12 0.06 -0.06
C -2.078 -4.946 0.698 0.08 -0.59 0.37
C -1.951 -3.663 0.971 -0.07 0.63 -0.11
H -1.309 -5.549 0.229 0.29 0.10 0.34
H -2.937 -5.509 1.048 -0.34 0.21 -0.61
H -1.022 -3.106 0.919 0.05 -0.13 -0.58
H -2.808 -3.052 1.230 -0.01 -0.22 0.59
```
Forces are in eV/Å.

Record 7
This record from the Open Molecules 2025 dataset describes 2 unconnected molecules or ions with the total composition C9H9BrO2S in a non-equilibrium geometry. The level of theory is ωB97M-V/def2-TZVPD.

The total energy comes out at -3470.85469 a.u. The calculation puts the HOMO energy at -0.3371 Ha. The calculation puts the energy above the lowest of the compared OMol25 structures with the same formula, charge and spin at 3.3837 eV. Its HOMO-LUMO gap is 9.61 eV.

```
22
Properties=species:S:1:pos:R:3:forces:R:3
C -0.762 2.688 -1.563 1.25 0.44 1.39
C 0.444 2.210 -2.108 -0.50 -0.64 -1.68
C -1.470 1.843 -0.671 1.16 1.19 -2.56
C 0.742 0.841 -2.122 -0.24 -0.14 1.53
C -1.144 0.534 -0.583 -0.33 -1.35 0.83
C -0.048 0.055 -1.326 -0.80 -1.14 1.56
C 1.273 -1.690 3.446 0.11 -1.09 1.18
C 0.873 -0.663 2.387 0.20 -0.67 -0.91
C -0.091 -1.042 3.159 1.47 0.68 0.35
O -0.390 -2.303 -0.220 -2.29 -1.70 2.09
O 0.163 -2.057 -2.629 2.36 2.26 0.00
S 0.535 -1.642 -1.053 1.73 2.19 -2.73
Br -1.802 -0.573 3.680 0.02 -0.33 0.01
H -0.997 3.774 -1.577 0.16 -0.95 -0.26
H 1.118 2.742 -2.758 -0.20 1.03 0.12
H -2.319 2.176 -0.175 -1.35 0.83 0.89
H 1.608 0.297 -2.524 -0.15 1.05 -0.33
H -1.841 -0.009 0.117 1.46 -0.29 -0.95
H 1.356 -2.819 3.236 -0.08 1.80 -0.04
H 1.960 -1.422 4.358 -1.48 -0.09 -1.73
H 1.196 -0.181 1.442 -0.21 -0.23 1.14
H -0.405 -2.759 -2.517 -2.30 -2.84 0.09
```
Forces are in eV/Å.

Record 8
This record from the Open Molecules 2025 dataset describes 2 unconnected molecules or ions with the total composition C19H19ClF5O8PS2 in a non-equilibrium geometry. The level of theory is ωB97M-V/def2-TZVPD.

The structure (SMILES) is O=C1C=C(CCCCS(=O)(=O)Cl)C(=O)c2c(COC(F)(F)F)c(F)c([PH2]=S)c(F)c21.COC(=O)OC. The total energy comes out at -3433.90719 a.u. The calculation puts the HOMO energy at -0.3357 Ha. Its HOMO-LUMO gap is 6.32 eV.

```
55
Properties=species:S:1:pos:R:3:forces:R:3
O -0.140 2.413 -1.004 1.66 -7.93 3.08
C 0.145 1.189 -0.514 -0.42 4.10 -1.52
C 1.651 0.909 0.079 0.10 -3.01 1.96
C 1.999 -0.208 1.047 -1.54 2.99 -3.09
C 3.582 -0.323 1.458 -0.16 -0.25 -0.83
C 3.995 -1.655 2.308 -0.02 -0.23 -0.55
C 3.798 -1.574 3.925 0.34 -0.59 0.69
C 3.972 -0.093 4.597 1.63 -1.63 0.77
S 2.360 0.781 5.008 0.19 8.82 0.09
O 2.633 1.810 6.174 -0.68 -4.81 -3.68
O 1.911 1.622 3.769 1.21 -4.23 3.53
Cl 0.833 -0.471 5.690 1.15 0.28 -0.61
C 0.781 -1.189 1.532 -0.34 -2.03 3.91
O 0.766 -1.846 2.693 0.31 3.79 -6.98
C -0.545 -1.331 0.543 -3.44 0.23 -3.13
C -1.563 -2.615 0.503 -0.35 1.28 -1.31
C -1.326 -3.941 1.437 -1.90 -0.02 1.07
O -0.257 -4.840 0.887 -1.05 -3.55 2.06
C -0.430 -6.216 1.420 -0.03 -0.73 0.71
F -1.479 -6.998 0.694 3.64 2.70 2.40
F -0.864 -6.207 2.862 1.45 -0.08 -4.73
F 0.847 -7.020 1.376 -4.72 3.23 -0.09
C -2.885 -2.623 -0.490 1.44 2.89 -0.46
F -3.854 -3.751 -0.534 3.35 3.61 0.32
C -3.234 -1.335 -1.489 2.94 -0.15 2.57
P -4.789 -1.254 -2.630 -0.01 0.98 -0.43
S -4.379 -0.952 -4.511 0.11 -0.43 0.49
C -2.199 -0.051 -1.511 0.58 -2.08 1.79
F -2.441 1.121 -2.428 0.78 -4.53 3.46
C -0.903 -0.085 -0.509 -0.90 -0.83 -0.09
H 2.515 1.626 -0.320 -2.24 -1.59 1.08
H 4.180 -0.389 0.427 -1.46 0.14 2.19
H 3.892 0.702 1.933 -0.68 -2.08 -0.67
H 3.384 -2.563 1.832 1.31 1.94 1.30
H 5.138 -1.899 2.087 -2.44 0.72 0.48
H 4.652 -2.258 4.403 -1.88 1.58 -0.99
H 2.785 -2.025 4.332 1.98 0.93 -1.20
H 4.540 -0.242 5.636 -1.63 0.52 -2.10
H 4.639 0.658 3.984 -1.86 -1.26 1.14
H -2.312 -4.609 1.478 1.93 1.82 -0.39
H -1.101 -3.671 2.578 -0.12 -0.30 -2.85
H -5.530 -0.068 -2.177 0.69 -1.26 0.33
H -5.718 -2.369 -2.403 1.16 0.83 0.44
C -1.659 3.953 -2.785 0.26 -0.25 0.42
O -2.371 4.666 -3.795 0.46 0.78 -1.02
C -1.579 5.320 -4.681 0.37 -0.17 0.24
O -0.358 5.340 -4.673 -1.72 0.02 -0.08
O -2.381 5.949 -5.577 0.44 -0.47 0.67
C -1.679 6.684 -6.578 0.21 0.24 -0.33
H -2.391 3.469 -2.133 0.02 0.27 -0.36
H -1.029 3.177 -3.232 -0.06 0.32 0.11
H -1.059 4.640 -2.179 0.02 -0.17 -0.24
H -1.049 6.017 -7.176 0.02 0.15 0.22
H -1.079 7.480 -6.123 0.03 -0.26 -0.07
H -2.417 7.145 -7.239 -0.07 -0.22 0.31
```
Forces are in eV/Å.

Respective LUMO level values: 0.5, 0.6, 0.4, 1.0, 0.0, 1.3, 0.4, -2.8 eV.